Density functional theory data (ωB97M-V/def2-TZVPD) for C3H6N2O as an isolated structure in a non-equilibrium geometry.

Structure (XYZ):
```
12
Properties=species:S:1:pos:R:3:mulliken_charge:R:1
C 0.1629 -1.5266 0.6573 -0.32
C 0.2047 -0.2081 0.1279 1.03
C 1.2944 0.6844 -0.0680 -1.03
N -0.2279 -1.3969 -0.5255 -0.59
N -2.4347 0.3825 -0.2297 -0.34
O -1.3822 0.6917 0.5498 -0.41
H 0.2363 -2.1647 1.5363 0.29
H 0.8665 1.6247 -0.5407 0.28
H 2.0052 0.0263 -0.5210 0.37
H 1.6118 0.8353 0.9065 0.28
H -2.7759 -0.5516 -0.0305 0.22
H -2.3858 0.6039 -1.1662 0.20
```

Kohn-Sham gap	8.864	eV
relative energy (zero: lowest compared OMol25 entry of this formula, charge and spin)	150.9	kcal/mol
lowest unoccupied orbital energy	0.8636	eV
E_HOMO	-0.29402	Eh

Density functional theory data (ωB97M-V/def2-TZVPD) for C3H6N2O as an isolated structure in a non-equilibrium geometry.

Structure (XYZ):
```
12
Properties=species:S:1:pos:R:3:mulliken_charge:R:1
C 1.1855 0.4880 0.0523 0.73
C -1.3000 1.6936 0.1377 -0.55
C 0.4622 -1.9046 -0.1331 -0.77
N -0.0352 0.4784 -0.5302 -0.42
N 0.3895 -0.5681 0.4162 -0.17
O 2.2313 1.0170 0.1914 -0.50
H -1.9058 1.8555 -0.7341 0.23
H -1.7652 1.1327 0.9315 0.27
H -0.6995 2.5273 0.4557 0.28
H -0.4174 -2.4558 0.1929 0.24
H 0.4916 -1.8795 -1.2262 0.34
H 1.3630 -2.3846 0.2459 0.31
```

Kohn-Sham gap	10.171	eV
relative energy (zero: lowest compared OMol25 entry of this formula, charge and spin)	99.0	kcal/mol
lowest unoccupied orbital energy	0.7675	eV
E_HOMO	-0.34557	Eh

Density functional theory data (ωB97M-V/def2-TZVPD) for a 2-piece molecular cluster, C3H6N2O overall in a non-equilibrium geometry.

Structure (XYZ):
```
12
Properties=species:S:1:pos:R:3:mulliken_charge:R:1
C 3.5680 -0.4443 0.1776 0.08
C -0.7698 -0.7062 -0.3366 -0.12
C -1.6987 0.5130 -0.3837 -0.88
N 0.8304 0.1064 1.2193 -0.88
N 0.4334 -0.5988 0.2582 0.35
O 3.5086 0.5627 -0.3324 -0.11
H -0.9628 -1.3996 -1.0351 0.40
H -2.7364 0.4496 0.1562 0.22
H -2.1709 0.7796 -1.3807 0.26
H -1.1537 1.2970 0.1895 0.20
H 0.0836 0.7630 1.4584 0.20
H 1.0682 -1.3223 0.0093 0.28
```

Kohn-Sham gap	8.605	eV
relative energy (zero: lowest compared OMol25 entry of this formula, charge and spin)	96.0	kcal/mol
lowest unoccupied orbital energy	0.9274	eV
E_HOMO	-0.28215	Eh